[1]
{"formula": "C14H18N2O4S", "method": "ωB97M-V/def2-TZVPD", "elements": ["C", "N", "S", "O", "O", "C", "C", "C", "C", "C", "C", "H", "O", "C", "O", "N", "H", "H", "H", "C", "C", "C", "C", "C", "C", "H", "H", "H", "H", "H", "H", "H", "H", "H", "H", "H", "H", "H", "H"], "xyz": [[1.461, 1.700, -2.064], [1.804, 1.024, -0.841], [1.068, 1.498, 0.552], [1.848, 1.060, 1.672], [0.767, 2.893, 0.425], [-0.514, 0.630, 0.621], [-0.770, -0.215, 1.687], [-1.978, -0.890, 1.799], [-2.906, -0.679, 0.797], [-2.639, 0.189, -0.274], [-1.444, 0.865, -0.381], [-1.244, 1.553, -1.183], [-3.718, 0.219, -1.108], [-4.676, -0.606, -0.597], [-5.744, -0.806, -1.088], [-4.177, -1.157, 0.569], [-4.697, -1.795, 1.145], [-2.183, -1.544, 2.630], [-0.005, -0.325, 2.438], [2.556, -0.219, -0.920], [3.939, -0.054, -0.284], [4.748, -1.338, -0.435], [4.008, -2.513, 0.197], [2.629, -2.673, -0.434], [1.820, -1.389, -0.269], [1.695, -1.173, 0.791], [0.830, -1.502, -0.719], [2.097, -3.504, 0.035], [2.739, -2.904, -1.497], [4.585, -3.431, 0.069], [3.894, -2.331, 1.267], [5.724, -1.215, 0.038], [4.914, -1.543, -1.496], [4.457, 0.781, -0.760], [3.804, 0.189, 0.770], [2.683, -0.440, -1.988], [1.000, 2.646, -1.790], [0.770, 1.110, -2.679], [2.362, 1.907, -2.644]], "nbo_charge": [-0.411, -0.704, 2.351, -0.948, -0.939, -0.326, -0.180, -0.265, 0.178, 0.242, -0.232, 0.246, -0.437, 0.867, -0.577, -0.623, 0.432, 0.227, 0.248, -0.032, -0.415, -0.397, -0.397, -0.393, -0.423, 0.217, 0.210, 0.210, 0.192, 0.208, 0.198, 0.213, 0.190, 0.209, 0.230, 0.202, 0.243, 0.181, 0.205], "smiles": "CN(C1CCCCC1)S(=O)(=O)c1ccc2[nH]c(=O)oc2c1", "multiplicity": 1, "e_tot_ha": -1352.96774, "gap_ev": 9.36, "lumo_energy_ev": 0.43, "e_above_lowest_kj_mol": 91.2}

[2]
{"formula": "C22H47NO5", "method": "ωB97M-V/def2-TZVPD", "elements": ["C", "C", "O", "C", "C", "C", "C", "C", "C", "O", "C", "C", "N", "H", "H", "H", "H", "H", "H", "H", "H", "H", "H", "H", "H", "H", "H", "H", "H", "H", "H", "H", "H", "H", "H", "H", "C", "C", "C", "O", "C", "H", "H", "H", "H", "H", "H", "H", "H", "C", "C", "C", "O", "C", "H", "H", "H", "H", "H", "H", "H", "H", "C", "C", "C", "O", "C", "H", "H", "H", "H", "H", "H", "H", "H"], "xyz": [[5.650, -4.577, 0.942], [4.761, -4.348, -0.311], [3.358, -4.293, -0.014], [2.706, -3.488, -1.016], [2.359, -2.071, -0.430], [3.066, -0.868, -1.170], [2.800, 0.456, -0.384], [3.818, 0.798, 0.774], [4.973, -0.212, 1.003], [6.127, 0.110, 0.193], [6.779, -1.103, -0.180], [8.224, -0.840, -0.728], [8.179, 0.136, -1.845], [6.693, -4.298, 0.657], [5.370, -3.943, 1.805], [5.694, -5.660, 1.193], [4.912, -5.099, -1.120], [5.048, -3.358, -0.740], [1.738, -4.011, -1.214], [3.247, -3.470, -1.985], [2.583, -2.103, 0.657], [1.267, -1.912, -0.590], [4.125, -1.062, -1.429], [2.522, -0.770, -2.143], [1.780, 0.371, 0.056], [2.759, 1.341, -1.058], [4.228, 1.813, 0.571], [3.238, 0.861, 1.720], [5.318, -0.063, 2.061], [4.683, -1.283, 0.937], [6.824, -1.838, 0.655], [6.205, -1.501, -1.056], [8.941, -0.579, 0.072], [8.541, -1.829, -1.158], [9.142, 0.228, -2.171], [7.707, -0.358, -2.603], [-2.627, 0.944, 2.057], [-2.767, 2.227, 1.262], [-1.317, 2.611, 1.027], [-0.571, 1.388, 0.967], [-1.403, 0.311, 1.419], [-3.506, 0.304, 2.014], [-2.423, 1.177, 3.107], [-3.258, 2.020, 0.308], [-3.335, 3.003, 1.776], [-0.923, 3.207, 1.858], [-1.176, 3.172, 0.101], [-1.677, -0.291, 0.546], [-0.842, -0.318, 2.114], [-7.938, 0.773, 3.259], [-8.082, 2.056, 2.462], [-6.633, 2.442, 2.225], [-5.886, 1.221, 2.165], [-6.714, 0.143, 2.618], [-8.817, 0.129, 3.219], [-7.733, 1.007, 4.307], [-8.575, 1.848, 1.508], [-8.650, 2.832, 2.976], [-6.239, 3.039, 3.055], [-6.492, 3.002, 1.299], [-6.989, -0.462, 1.747], [-6.151, -0.484, 3.312], [-5.161, 1.473, -3.716], [-3.727, 1.453, -4.215], [-3.012, 2.257, -3.144], [-3.725, 2.041, -1.920], [-4.970, 1.394, -2.212], [-5.775, 0.664, -4.110], [-5.634, 2.423, -3.984], [-3.352, 0.425, -4.224], [-3.603, 1.869, -5.214], [-3.040, 3.329, -3.367], [-1.970, 1.957, -3.018], [-4.897, 0.354, -1.876], [-5.774, 1.882, -1.659]], "lowdin_charge": [-0.075, -0.274, -0.174, -0.217, -0.158, -0.200, -0.187, -0.148, -0.218, -0.151, -0.237, -0.250, -0.013, 0.068, 0.078, 0.074, 0.125, 0.083, 0.118, 0.120, 0.116, 0.109, 0.089, 0.112, 0.090, 0.106, 0.114, 0.108, 0.126, 0.101, 0.114, 0.102, 0.112, 0.108, 0.060, 0.064, -0.173, -0.172, -0.196, -0.155, -0.204, 0.098, 0.117, 0.092, 0.113, 0.115, 0.115, 0.115, 0.115, -0.175, -0.175, -0.204, -0.160, -0.203, 0.113, 0.115, 0.114, 0.113, 0.119, 0.115, 0.118, 0.118, -0.176, -0.175, -0.198, -0.163, -0.202, 0.113, 0.115, 0.115, 0.113, 0.118, 0.119, 0.120, 0.115], "smiles": "CCOCCCCCCOCCN.C1CCOC1.C1CCOC1.C1CCOC1", "multiplicity": 1, "e_tot_ha": -1297.27259, "gap_ev": 9.85, "lumo_energy_ev": 0.79}

[3]
{"formula": "C11H15N", "method": "ωB97M-V/def2-TZVPD", "elements": ["C", "C", "H", "H", "H", "H", "H", "H", "C", "C", "C", "C", "C", "C", "C", "C", "C", "N", "H", "H", "H", "H", "H", "H", "H", "H", "H"], "xyz": [[-1.813, 1.354, 3.386], [-3.237, 1.382, 4.046], [-2.059, 1.334, 2.312], [-1.369, 2.262, 3.737], [-1.153, 0.455, 3.561], [-3.423, 1.529, 5.080], [-3.618, 0.453, 4.156], [-3.876, 2.120, 3.534], [2.488, -2.484, -1.798], [-0.307, -0.289, -0.715], [1.090, -0.352, -1.096], [1.312, -1.692, -1.562], [0.003, -2.360, -1.551], [-0.840, 1.000, -0.444], [0.020, 2.062, -0.082], [1.431, 1.972, -0.274], [1.889, 0.778, -0.901], [-0.920, -1.516, -1.012], [-1.796, 1.170, -0.471], [-0.506, 2.982, 0.232], [-1.891, -1.731, -0.760], [2.104, 2.832, -0.108], [-0.084, -3.359, -1.617], [2.967, 0.700, -1.130], [2.461, -3.368, -2.463], [3.040, -2.967, -0.924], [3.422, -2.031, -2.109]], "nbo_charge": [-0.612, -0.625, 0.208, 0.207, 0.210, 0.206, 0.204, 0.201, -0.658, 0.129, -0.029, -0.119, -0.013, -0.234, -0.217, -0.237, -0.220, -0.522, 0.194, 0.213, 0.418, 0.222, 0.199, 0.210, 0.227, 0.213, 0.225], "smiles": "Cc1c[nH]c2ccccc12.CC", "multiplicity": 1, "e_tot_ha": -482.81806, "gap_ev": 8.31, "lumo_energy_ev": 0.86, "e_above_lowest_kj_mol": 255.0}

[4]
{"formula": "C31H55IN3O5", "method": "ωB97M-V/def2-TZVPD", "elements": ["C", "C", "C", "O", "C", "N", "C", "C", "C", "C", "C", "N", "C", "C", "C", "C", "C", "N", "C", "C", "C", "C", "C", "I", "H", "H", "H", "H", "H", "H", "H", "H", "H", "H", "H", "H", "H", "H", "H", "H", "H", "H", "H", "H", "H", "H", "H", "H", "H", "H", "H", "H", "H", "H", "H", "C", "C", "O", "C", "H", "H", "H", "H", "H", "H", "C", "C", "O", "C", "H", "H", "H", "H", "H", "H", "C", "C", "O", "C", "H", "H", "H", "H", "H", "H", "C", "C", "O", "C", "H", "H", "H", "H", "H", "H"], "xyz": [[-3.579, 0.799, -8.072], [-2.081, 0.911, -8.434], [-1.293, 1.859, -7.512], [-1.614, 1.678, -6.130], [-0.657, 0.931, -5.422], [-1.377, -0.156, -4.735], [-2.437, 0.116, -3.872], [-3.016, 1.434, -3.440], [-1.986, 2.149, -2.489], [-2.222, 1.823, -0.985], [-1.961, 3.019, -0.026], [-1.056, 2.721, 1.059], [0.255, 3.114, 1.159], [0.837, 2.708, 2.325], [-0.215, 1.973, 3.029], [-1.302, 2.031, 2.210], [-2.823, -1.125, -3.459], [-2.029, -2.093, -4.040], [-2.247, -3.517, -3.689], [-2.036, -4.562, -4.821], [-0.753, -5.410, -4.467], [-3.237, -5.555, -4.833], [-1.139, -1.467, -4.821], [0.397, -2.340, -5.944], [-4.075, 1.770, -7.930], [-4.094, 0.304, -8.912], [-3.761, 0.159, -7.193], [-2.018, 1.251, -9.480], [-1.655, -0.110, -8.419], [-0.217, 1.805, -7.744], [-1.606, 2.883, -7.780], [-0.206, 1.614, -4.682], [0.161, 0.552, -6.048], [-3.163, 2.122, -4.283], [-3.969, 1.255, -2.921], [-2.020, 3.238, -2.633], [-0.974, 1.792, -2.735], [-1.545, 1.001, -0.701], [-3.247, 1.455, -0.806], [-1.558, 3.891, -0.564], [-2.915, 3.346, 0.422], [0.846, 3.711, 0.463], [1.858, 2.884, 2.662], [-0.119, 1.506, 4.005], [-2.236, 1.559, 2.516], [-3.629, -1.300, -2.752], [-3.305, -3.585, -3.388], [-1.675, -3.728, -2.774], [-1.956, -4.143, -5.830], [-0.218, -5.019, -3.590], [-1.015, -6.452, -4.232], [-0.033, -5.368, -5.299], [-3.038, -6.284, -5.632], [-4.164, -5.037, -5.134], [-3.361, -6.059, -3.865], [5.790, 3.475, 3.071], [4.908, 2.290, 3.382], [3.720, 2.310, 3.137], [5.563, 1.087, 4.007], [5.189, 4.267, 2.626], [6.244, 3.852, 3.989], [6.568, 3.184, 2.364], [6.007, 1.360, 4.965], [6.331, 0.694, 3.340], [4.820, 0.316, 4.175], [5.695, -2.301, 7.622], [5.249, -2.331, 6.183], [5.556, -1.454, 5.402], [4.401, -3.502, 5.750], [6.294, -1.409, 7.795], [4.828, -2.275, 8.279], [6.299, -3.178, 7.842], [3.477, -3.527, 6.329], [4.953, -4.433, 5.891], [4.152, -3.397, 4.695], [6.523, -3.530, 12.476], [6.102, -2.674, 11.308], [6.177, -3.077, 10.168], [5.581, -1.293, 11.619], [6.875, -4.493, 12.109], [7.334, -3.044, 13.021], [5.675, -3.697, 13.142], [6.351, -0.710, 12.128], [4.692, -1.362, 12.248], [5.316, -0.788, 10.692], [-6.228, 4.457, -1.952], [-6.941, 3.214, -2.426], [-6.787, 2.149, -1.870], [-7.853, 3.353, -3.618], [-5.609, 4.211, -1.090], [-5.587, 4.845, -2.745], [-6.954, 5.215, -1.656], [-7.284, 3.693, -4.486], [-8.652, 4.062, -3.397], [-8.297, 2.386, -3.847]], "lowdin_charge": [-0.103, -0.220, -0.201, -0.119, -0.154, 0.009, -0.155, -0.090, -0.164, -0.155, -0.138, -0.132, -0.131, -0.073, -0.076, -0.146, 0.031, -0.045, -0.092, -0.405, -0.104, -0.083, -0.626, 1.130, 0.080, 0.076, 0.064, 0.116, 0.101, 0.125, 0.133, 0.143, 0.088, 0.115, 0.118, 0.112, 0.099, 0.118, 0.108, 0.122, 0.126, 0.115, 0.060, 0.093, 0.117, 0.155, 0.127, 0.139, 0.090, 0.069, 0.081, 0.041, 0.089, 0.085, 0.091, -0.022, -0.479, 0.044, -0.031, 0.080, 0.086, 0.084, 0.091, 0.092, 0.060, -0.040, -0.478, 0.046, -0.021, 0.087, 0.080, 0.079, 0.085, 0.086, 0.079, -0.020, -0.483, 0.046, -0.015, 0.082, 0.087, 0.087, 0.088, 0.088, 0.077, -0.021, -0.509, 0.052, -0.022, 0.074, 0.084, 0.090, 0.085, 0.089, 0.082], "multiplicity": 1, "charge": 1, "e_tot_ha": -2052.08219, "gap_ev": 6.31, "lumo_energy_ev": -3.09}